(1)
The following is a quantum chemistry calculation of C50H43IrN6O4S3 as an isolated structure, from the Open Molecules 2025 dataset.

Computed properties:
charge: +3
2S+1: 6
orbital gap (spin up / spin down): 8.33 / 5.22 eV
lowest unoccupied orbital energy (spin up / spin down): -7.1 / -10.3 eV
expectation value of S²: 8.7665
HOMO (spin up / spin down): -15.467 / -15.468 eV

Structure (XYZ):
```
107
Properties=species:S:1:pos:R:3:forces:R:3:lowdin_charge:R:1
Ir -1.16834 1.32978 0.56730 0.35 -0.67 -0.19 1.644
N -2.00744 -0.20502 -0.41150 0.31 1.40 0.72 -0.418
S -2.09581 -1.64894 -0.84151 0.25 -0.92 -0.13 0.872
N -0.86492 -2.27418 -1.66642 -0.45 0.16 -0.05 -0.353
S 0.66457 -2.15685 -1.41331 0.16 -0.10 0.32 0.942
N 1.30048 -0.77407 -1.71289 0.15 0.21 0.17 -0.346
S 1.75444 0.51919 -0.86402 0.42 -0.51 -0.39 0.861
N 0.66597 1.37247 -0.27173 -1.12 0.28 0.58 -0.400
C 2.96586 0.00956 0.33657 -0.25 0.08 -0.26 -0.344
C 3.01462 0.70575 1.53483 -0.18 0.12 -0.04 -0.046
C 4.01691 0.38324 2.43643 0.06 -0.02 0.04 -0.027
C 4.93873 -0.60961 2.13000 -0.01 0.01 0.01 -0.020
C 4.86000 -1.30655 0.92845 -0.03 -0.03 -0.08 -0.029
C 3.86903 -0.99568 0.01339 -0.02 -0.07 -0.03 -0.074
C 2.57929 1.48638 -2.10127 -0.06 -0.13 0.30 -0.312
C 3.94220 1.72387 -2.01455 0.06 -0.06 0.09 -0.039
C 4.52400 2.53860 -2.97411 -0.01 0.04 -0.06 -0.029
C 3.74611 3.09873 -3.97891 0.06 -0.03 0.04 -0.022
C 2.37765 2.85484 -4.03669 -0.07 -0.01 0.00 -0.035
C 1.77769 2.04624 -3.08919 -0.11 -0.08 0.00 -0.063
C 1.35310 -3.23940 -2.62624 -0.03 0.12 0.10 -0.322
C 0.77958 -4.49361 -2.80073 -0.18 -0.02 0.07 -0.067
C 1.35425 -5.36230 -3.71042 0.02 -0.01 -0.01 -0.026
C 2.48358 -4.97487 -4.42531 -0.01 0.04 0.05 -0.013
C 3.03374 -3.71215 -4.24538 0.04 -0.09 -0.07 -0.025
C 2.47082 -2.82922 -3.33908 -0.02 0.20 0.13 -0.046
C 1.08446 -2.79923 0.20103 0.03 0.10 -0.29 -0.305
C 0.64087 -2.09954 1.31533 -0.02 0.07 0.00 -0.091
C 0.94122 -2.58221 2.57632 -0.02 0.07 0.00 -0.023
C 1.67928 -3.75240 2.71251 0.03 -0.03 -0.03 -0.017
C 2.11286 -4.44427 1.58975 -0.02 0.01 0.05 -0.023
C 1.81713 -3.97072 0.31984 0.08 -0.08 -0.17 -0.038
C -3.44126 -1.85537 -1.97997 0.24 0.21 0.17 -0.308
C -4.56962 -1.08779 -1.72049 0.04 0.00 0.11 -0.061
C -5.66791 -1.23428 -2.54914 0.02 -0.02 0.02 -0.034
C -5.61812 -2.13253 -3.60894 -0.01 0.02 0.01 -0.021
C -4.47576 -2.88513 -3.85066 -0.04 -0.03 -0.02 -0.030
C -3.36522 -2.75277 -3.03285 0.13 -0.07 0.01 -0.048
C -2.38392 -2.75340 0.53035 0.02 0.20 -0.22 -0.320
C -2.16886 -4.11151 0.33303 -0.01 -0.02 -0.05 -0.058
C -2.45803 -4.98257 1.36877 0.01 0.02 -0.06 -0.029
C -2.96542 -4.48886 2.56617 0.01 0.01 0.03 -0.024
C -3.16982 -3.12687 2.74163 -0.03 -0.04 0.05 -0.029
C -2.87792 -2.23835 1.71805 0.00 0.19 -0.09 -0.058
H 2.27626 1.46933 1.74980 0.07 0.00 0.03 0.097
H 4.08730 0.91523 3.37542 -0.01 0.01 -0.01 0.123
H 5.73291 -0.84158 2.82727 -0.03 -0.01 0.02 0.127
H 5.57600 -2.08381 0.69764 0.02 0.02 0.02 0.126
H 3.80035 -1.51574 -0.93341 0.06 -0.03 0.00 0.111
H 4.54051 1.29426 -1.22226 0.00 0.04 -0.03 0.115
H 5.58527 2.73972 -2.92758 0.00 0.00 -0.02 0.126
H 4.20968 3.73196 -4.72328 -0.01 0.01 0.01 0.127
H 1.77618 3.29826 -4.81828 0.02 0.00 -0.01 0.124
H 0.71406 1.84300 -3.10746 0.01 0.04 -0.07 0.116
H -0.09912 -4.78061 -2.23811 0.01 -0.04 -0.02 0.108
H 0.92285 -6.34179 -3.86424 0.00 0.00 0.01 0.128
H 2.93411 -5.66358 -5.12717 -0.01 0.02 -0.02 0.129
H 3.90250 -3.41317 -4.81545 -0.01 0.01 0.00 0.127
H 2.86499 -1.83045 -3.20406 0.05 -0.06 -0.04 0.106
H 0.06605 -1.18966 1.20622 -0.03 0.08 0.05 0.072
H 0.59625 -2.04361 3.45015 0.01 -0.01 0.00 0.125
H 1.91913 -4.12634 3.69902 -0.02 0.00 0.00 0.127
H 2.68378 -5.35651 1.69721 0.00 0.01 0.00 0.128
H 2.15784 -4.50652 -0.55622 0.02 0.00 0.06 0.118
H -4.57115 -0.39661 -0.88767 -0.11 0.00 -0.02 0.103
H -6.56111 -0.65285 -2.36763 0.00 0.00 -0.01 0.124
H -6.47936 -2.24283 -4.25404 0.01 -0.02 0.00 0.127
H -4.45196 -3.57849 -4.67990 0.02 0.01 -0.01 0.125
H -2.45980 -3.31550 -3.21466 -0.05 -0.01 -0.04 0.106
H -1.79608 -4.47079 -0.61591 -0.01 -0.09 0.01 0.102
H -2.30353 -6.04484 1.23746 -0.01 0.00 0.00 0.125
H -3.21071 -5.17537 3.36554 0.01 0.00 0.00 0.126
H -3.57150 -2.75557 3.67455 0.03 0.02 0.01 0.124
H -3.01245 -1.17157 1.84771 -0.05 -0.10 0.02 0.086
O -1.92770 0.68693 2.62014 -0.11 0.16 -0.87 -0.115
C -0.94667 1.23067 3.22414 0.20 0.03 0.85 -0.588
O -0.05100 1.78896 2.51885 -0.16 -0.03 -0.72 -0.100
C -0.85558 1.20071 4.69106 -0.11 -0.02 -0.16 -0.156
C -2.00446 0.94034 5.43972 0.03 -0.10 -0.05 -0.007
C -1.93548 0.93606 6.82102 -0.08 0.02 0.00 -0.044
C -0.72348 1.18002 7.45557 -0.03 0.00 -0.07 -0.035
C 0.42349 1.42602 6.70923 0.06 0.06 0.03 -0.048
C 0.36005 1.45108 5.32793 0.02 0.03 -0.05 -0.012
H -2.93907 0.75494 4.92745 -0.02 0.01 0.05 0.120
H -2.82886 0.75547 7.40312 0.02 0.00 0.02 0.118
H -0.67673 1.18843 8.53616 0.02 -0.02 0.00 0.121
H 1.36164 1.61793 7.21190 0.00 0.00 -0.01 0.117
H 1.24108 1.66380 4.73635 -0.01 0.02 0.01 0.113
O 2.24201 7.53624 -0.54238 0.07 -0.30 0.01 -0.023
C 0.94548 7.97050 -0.84634 -0.19 0.40 -0.13 -0.234
N 0.09408 6.82458 -0.60619 -0.06 -0.14 -0.11 0.099
C -1.08534 6.67756 -1.24630 0.37 0.17 0.13 -0.442
O -1.52227 7.48260 -2.04024 -0.11 -0.09 0.01 0.109
C -1.89063 5.43910 -0.93142 -0.14 -0.11 -0.02 -0.068
C -3.23959 5.45950 -1.28179 0.02 -0.08 0.04 0.065
C -4.02754 4.34393 -1.04429 0.09 0.03 0.04 0.008
C -3.44282 3.22839 -0.47984 -0.28 0.02 -0.04 -0.105
N -2.14242 3.20372 -0.16321 0.43 -0.72 0.18 -0.100
C -1.37479 4.28266 -0.37973 0.08 0.21 -0.07 -0.061
H 2.84425 8.28411 -0.53190 0.03 0.13 0.02 0.104
H 0.82020 8.27234 -1.88886 0.05 -0.07 0.00 0.134
H 0.63591 8.81056 -0.21390 0.06 -0.07 0.03 0.143
H 0.43584 6.17280 0.07897 -0.10 0.03 0.10 0.133
H -3.64263 6.35338 -1.74068 0.04 0.02 -0.01 0.144
H -5.07776 4.33598 -1.29744 -0.01 -0.02 0.03 0.130
H -4.01997 2.33661 -0.27301 0.06 -0.03 0.00 0.112
H -0.32862 4.18172 -0.11918 0.00 -0.01 -0.01 0.114
```
Positions in Å, forces in eV/Å.


(2)
The following is a quantum chemistry calculation of C50H44As2IrN2OP as an isolated structure, from the Open Molecules 2025 dataset.

Computed properties:
charge: +3
2S+1: 2
orbital gap (spin up / spin down): 4.94 / 4.98 eV
lowest unoccupied orbital energy (spin up / spin down): -10.3 / -10.3 eV
expectation value of S²: 0.7947
HOMO (spin up / spin down): -15.235 / -15.237 eV

Structure (XYZ):
```
101
Properties=species:S:1:pos:R:3:forces:R:3:lowdin_charge:R:1
Ir 0.58565 -0.26664 -0.74416 -0.64 0.62 0.25 0.861
O -0.55804 -0.97687 1.46909 0.15 -0.18 0.44 0.046
C 0.45672 -0.35788 1.31230 -0.13 0.06 0.01 -0.385
C 1.47487 0.06089 2.26830 -0.18 -0.06 -0.36 -0.207
C 1.42515 -0.23954 3.62619 0.09 0.01 0.13 0.033
C 2.51328 0.11684 4.40786 -0.07 -0.02 -0.08 -0.004
C 3.62070 0.73422 3.82943 0.06 0.02 0.00 0.003
C 3.66347 1.02692 2.46837 -0.06 -0.01 0.05 -0.040
C 2.56383 0.70498 1.68757 0.16 0.04 0.00 -0.299
P 2.40523 1.07131 -0.07650 -0.22 -0.27 0.04 1.036
C 2.22824 2.83124 -0.30332 0.06 0.03 -0.04 -0.301
C 2.32806 3.66898 0.74218 -0.16 0.29 0.07 -0.028
C 1.73570 5.01101 0.83428 0.13 -0.27 -0.08 -0.038
C 0.79284 5.50320 0.02264 -0.07 -0.02 -0.02 0.006
C 0.25722 4.86503 -1.22747 0.06 -0.05 0.06 -0.147
C 1.47078 3.11216 -1.56234 0.16 0.02 0.05 -0.239
C 3.91718 0.48478 -0.82129 0.18 0.11 -0.06 -0.378
C 4.44387 -0.75727 -0.44693 0.03 0.06 0.04 -0.110
C 5.62175 -1.20197 -1.02112 0.02 0.01 -0.02 -0.044
C 6.27353 -0.41294 -1.96523 0.02 -0.01 -0.01 -0.031
C 5.75381 0.81970 -2.33677 -0.02 -0.01 0.00 -0.036
C 4.57283 1.27319 -1.76719 -0.02 -0.08 -0.01 -0.059
H 0.57174 -0.75110 4.05114 0.00 0.00 -0.01 0.137
H 2.51370 -0.10401 5.46642 0.00 0.01 0.00 0.131
H 4.47008 0.98882 4.45028 -0.01 -0.01 0.00 0.132
H 4.54027 1.49574 2.03904 0.00 0.00 -0.01 0.134
H 2.81610 3.33222 1.64880 -0.04 -0.05 0.00 0.103
H 2.03981 5.60101 1.68868 0.02 0.02 -0.02 0.117
H 0.40694 6.49048 0.25015 0.00 0.00 -0.01 0.128
H -0.54504 5.44998 -1.66819 0.00 0.02 0.02 0.157
H 1.60635 2.31335 -2.29496 0.00 -0.01 0.01 0.122
H 3.95079 -1.36625 0.30388 -0.01 0.01 0.02 0.118
H 6.04552 -2.15209 -0.72464 0.00 0.00 0.01 0.123
H 7.20280 -0.75609 -2.40084 0.00 0.00 0.01 0.124
H 6.27683 1.43492 -3.05641 0.00 0.00 0.00 0.123
H 4.17626 2.24246 -2.04438 0.02 0.01 0.01 0.111
C -2.80466 0.25050 -2.52224 -0.15 0.00 0.08 -0.374
C -2.78765 -1.26420 -2.57548 -0.13 0.14 0.11 -0.371
As -2.53284 -1.85564 -0.73003 0.26 -0.15 -0.32 1.365
C -4.23382 -2.30801 0.01716 -0.01 0.04 0.20 -0.390
C -5.34908 -2.56465 -0.77658 0.00 0.09 -0.03 -0.088
C -6.52103 -3.00638 -0.17977 0.00 -0.01 0.03 -0.047
C -6.57992 -3.18662 1.19570 -0.02 0.01 -0.03 -0.038
C -5.46926 -2.92146 1.98542 0.03 0.01 0.02 -0.052
C -4.29369 -2.47906 1.39968 -0.05 0.02 0.02 -0.114
C -1.55095 -3.49019 -0.85361 -0.08 -0.13 0.10 -0.375
C -0.22440 -3.30045 -1.18709 0.07 0.16 0.05 -0.170
C 0.64212 -4.35141 -1.41918 -0.10 -0.06 0.06 -0.055
C 0.14220 -5.64044 -1.26474 -0.03 0.00 0.01 -0.039
C -1.18281 -5.84879 -0.88895 0.04 0.00 -0.01 -0.035
C -2.04247 -4.77874 -0.67704 -0.05 0.02 -0.05 -0.055
As -1.54416 1.04620 -1.22665 0.40 -0.05 -0.08 1.266
C -2.60263 1.76622 0.20577 0.03 0.07 -0.03 -0.366
C -3.24050 2.96847 -0.11388 -0.01 0.01 0.17 -0.092
C -4.08424 3.55752 0.81531 0.01 0.04 -0.08 -0.039
C -4.27703 2.96676 2.05581 -0.01 -0.01 0.04 -0.034
C -3.64332 1.77262 2.36647 0.00 -0.03 -0.01 -0.044
C -2.80641 1.16252 1.44202 -0.15 0.01 -0.08 -0.103
C -0.87658 2.63312 -2.06682 -0.07 0.15 0.03 -0.348
C -0.91884 2.88353 -3.38333 0.12 0.11 -0.07 -0.078
C -0.09278 3.86684 -4.09908 -0.17 -0.11 0.10 -0.045
C 0.95735 4.53577 -3.60842 0.09 0.00 0.04 0.002
C 1.44855 4.52640 -2.18971 -0.03 -0.01 0.01 -0.150
C 0.00859 3.33950 -1.10031 -0.13 0.06 -0.11 -0.255
H -2.68119 0.72999 -3.48990 0.02 -0.02 -0.05 0.067
H -3.74711 0.60695 -2.09513 -0.06 0.00 -0.13 0.093
H -1.96131 -1.68209 -3.15171 0.04 0.10 -0.02 0.071
H -3.72213 -1.62349 -3.00492 0.03 -0.12 0.03 0.079
H -5.32630 -2.43300 -1.85018 0.03 -0.02 -0.01 0.097
H -7.38856 -3.21404 -0.79152 0.01 0.00 0.00 0.121
H -7.49701 -3.53161 1.65382 0.00 0.00 0.00 0.123
H -5.52041 -3.05920 3.05702 0.01 0.00 0.00 0.119
H -3.43077 -2.26945 2.02199 0.02 -0.04 -0.01 0.101
H 0.06810 -2.24168 -1.23553 0.42 -0.39 -0.32 -0.006
H 1.67697 -4.18747 -1.68929 0.00 0.00 0.00 0.109
H 0.79194 -6.49093 -1.42240 -0.01 0.00 0.00 0.122
H -1.54962 -6.85915 -0.76685 0.00 0.00 0.00 0.124
H -3.07548 -4.94884 -0.40015 0.00 0.00 0.00 0.116
H -3.09086 3.44603 -1.07442 0.01 0.00 -0.01 0.109
H -4.59129 4.48059 0.56796 0.01 0.00 0.00 0.123
H -4.92961 3.43671 2.77946 0.00 -0.01 0.00 0.125
H -3.80874 1.30732 3.32895 0.01 0.00 0.00 0.120
H -2.35352 0.21567 1.68179 0.03 -0.02 0.01 0.059
H -1.57559 2.30653 -4.02269 0.01 -0.06 -0.01 0.095
H -0.34673 4.01706 -5.14071 -0.02 0.02 0.01 0.115
H 1.47566 5.20906 -4.28183 0.00 -0.02 0.00 0.127
H 2.33979 5.13401 -2.06154 0.00 0.01 -0.05 0.157
H -0.19530 3.02042 -0.07768 -0.02 0.02 0.02 0.127
N 2.35155 -1.40203 -6.64748 -0.01 -0.01 0.01 0.190
C 1.96084 -1.10545 -5.40786 0.03 -0.01 -0.05 -0.278
C 0.74430 -0.43897 -5.14657 -0.02 0.01 0.01 0.030
C 0.38988 -0.15058 -3.86075 0.08 0.00 0.02 -0.141
N 1.13936 -0.45653 -2.77879 0.13 -0.06 -0.11 -0.134
C 2.30082 -1.10928 -3.03129 -0.04 -0.09 0.05 -0.132
C 2.73838 -1.44294 -4.27970 -0.03 -0.01 0.02 0.029
H 1.78949 -1.16530 -7.44761 -0.01 0.00 0.00 0.132
H 3.20798 -1.90077 -6.82087 0.01 0.01 0.00 0.132
H 0.08218 -0.15852 -5.95494 0.01 0.00 0.00 0.131
H -0.54117 0.35190 -3.67388 -0.04 0.07 0.00 0.051
H 2.90191 -1.37952 -2.17367 -0.04 0.00 -0.05 0.089
H 3.67945 -1.96504 -4.38789 0.00 0.00 0.00 0.131
```
Positions in Å, forces in eV/Å.


Asked for energy above the lowest of the compared OMol25 structures with the same formula, charge and spin across the records above, the calculation gives 8.8; 47.8 kcal/mol in order.
Asked for max |F| across the records above, the calculation gives 1.6; 0.9 eV/Å in order.